No. 1
The following is a quantum chemistry calculation of C16H30BFMnN2O12 as an isolated structure, from the OMol25 dataset.

gap between HOMO and LUMO (alpha / beta) = 5.7676 / 3.0560 eV
spin multiplicity = 7
charge = +1

The geometry in XYZ format:
```
63
Properties=species:S:1:pos:R:3:forces:R:3
Mn 0.9690 -0.1315 1.0350 0.5 -0.5 2.5
F 1.5537 -0.0995 3.0867 -0.6 -0.1 -1.9
O -2.8834 2.1345 -0.6815 1.9 2.2 1.6
C -2.1298 2.9298 -0.1016 -2.5 -6.9 -1.7
O -2.1899 4.1925 -0.1201 -0.3 2.4 0.0
B -1.0756 4.7164 0.5778 0.4 0.2 -0.1
O -0.2496 3.4831 0.9441 2.8 7.2 1.2
C -0.8806 2.4607 0.7325 -2.8 -2.9 -0.9
O -0.5309 1.3834 1.1370 -0.9 -0.9 -0.5
O -1.5448 5.5476 1.7375 1.8 3.5 0.6
C -1.0610 6.8287 1.6938 -2.5 0.4 2.6
O -1.1941 7.8597 2.3397 0.3 -4.0 -1.7
C -0.2827 6.9530 0.2992 3.6 0.3 -4.2
O -0.4052 5.7277 -0.2976 0.8 2.9 1.6
O 0.3689 7.9399 -0.0710 -3.0 -4.0 1.6
C -4.3121 -1.6551 0.3898 -0.1 0.8 -0.5
O -2.9247 -1.8347 0.6151 -0.8 0.4 1.2
C -2.5711 -1.3340 1.9264 0.7 -0.9 -0.9
C -1.3321 -2.1298 2.2478 -0.2 2.5 1.6
N -0.3551 -1.9911 1.1234 -1.5 -1.5 1.5
C 0.5575 -3.0826 1.3031 0.3 -1.7 0.6
C 1.7469 -3.0978 0.4377 1.5 1.4 0.8
O 2.4387 -1.7812 0.5786 0.8 -2.2 -1.5
C 3.7364 -1.9813 -0.0518 0.8 1.6 1.1
H -4.4030 -1.1988 -0.5959 -0.4 -0.3 -0.2
H -4.7257 -0.9217 1.0820 0.0 0.0 0.1
H -4.8928 -2.5713 0.4978 0.2 -0.1 -0.2
H -3.3255 -1.5775 2.6745 -0.2 0.1 -0.1
H -2.3951 -0.2590 1.8882 -0.1 0.1 -0.1
H -1.7130 -3.0657 2.6566 0.7 -1.0 -1.1
H -0.8984 -1.6791 3.1405 0.4 0.2 0.0
H -0.9090 -2.3891 0.3784 -0.2 1.0 -0.8
H 0.0374 -4.0278 1.1478 -0.2 -0.3 -0.3
H 0.9068 -3.2310 2.3249 0.0 0.9 0.2
H 1.6693 -3.2938 -0.6317 -0.3 -0.2 0.1
H 2.3603 -3.7973 1.0057 0.5 -0.4 -0.9
H 4.3322 -2.7664 0.4137 -0.6 -0.5 -0.1
H 4.3577 -1.1175 0.1846 -0.3 0.4 0.2
H 3.7943 -2.0281 -1.1393 -0.8 -0.5 -0.1
C -0.1223 -3.8464 -3.1603 -1.5 -0.6 0.6
O 0.0166 -2.5791 -2.5888 0.3 2.7 0.4
C -1.1874 -1.9323 -2.0404 0.2 -0.4 -0.8
C -0.9305 -0.4177 -1.6612 -1.0 -2.6 1.1
N 0.4454 -0.2856 -1.1579 -0.8 1.0 -0.8
C 0.9883 0.9646 -1.6958 2.1 -0.9 -1.2
C 2.3969 1.2418 -1.1259 0.2 0.5 0.3
O 2.3891 1.3336 0.3131 1.0 1.8 -0.4
C 3.5152 2.1800 0.7234 0.0 -0.5 1.3
H -1.0084 -3.8328 -3.7950 -0.3 -0.4 0.1
H -0.2410 -4.4905 -2.2890 -0.3 -0.8 -0.4
H 0.6701 -4.2479 -3.7920 0.6 0.9 0.3
H -1.6306 -2.5165 -1.2340 0.5 -0.1 0.3
H -1.9968 -1.9698 -2.7694 0.1 0.1 -0.5
H -1.5496 -0.2288 -0.7842 -0.6 0.2 -0.5
H -1.2687 0.1524 -2.5265 0.7 0.5 0.1
H 0.8524 -1.0706 -1.6460 1.2 -0.1 0.1
H 0.2908 1.8015 -1.7307 0.0 0.0 0.9
H 1.1182 0.7646 -2.7594 0.4 0.3 -0.4
H 2.8601 2.1323 -1.5507 -0.6 0.5 0.0
H 3.2085 0.5263 -1.2585 -0.6 -0.9 -1.0
H 3.7896 1.9103 1.7432 -0.5 -0.1 0.1
H 3.3038 3.2491 0.7037 -0.6 -0.1 -0.2
H 4.4464 2.0472 0.1727 -0.3 -0.5 -0.6
```
Forces are in eV/Å.

The molecule's natural (NBO) atomic charges, reported in e, are given here:
1 Mn 1.566
2 F -0.877
3 O -0.524
4 C 0.674
5 O -0.619
6 B 1.174
7 O -0.591
8 C 0.740
9 O -0.652
10 O -0.548
11 C 0.734
12 O -0.243
13 C 0.711
14 O -0.555
15 O -0.243
16 C -0.250
17 O -0.587
18 C -0.069
19 C -0.268
20 N -0.692
21 C -0.262
22 C -0.080
23 O -0.605
24 C -0.270
25 H 0.189
26 H 0.180
27 H 0.187
28 H 0.190
29 H 0.185
30 H 0.210
31 H 0.230
32 H 0.407
33 H 0.199
34 H 0.229
35 H 0.201
36 H 0.208
37 H 0.204
38 H 0.199
39 H 0.188
40 C -0.242
41 O -0.593
42 C -0.076
43 C -0.260
44 N -0.697
45 C -0.258
46 C -0.084
47 O -0.627
48 C -0.260
49 H 0.178
50 H 0.167
51 H 0.209
52 H 0.180
53 H 0.191
54 H 0.240
55 H 0.211
56 H 0.412
57 H 0.213
58 H 0.213
59 H 0.202
60 H 0.197
61 H 0.231
62 H 0.191
63 H 0.190


No. 2
The following is a quantum chemistry calculation of C16H30BMnN6O26 as an isolated structure, from the OMol25 dataset.

gap between HOMO and LUMO (alpha / beta) = 2.5730 / 5.8769 eV
spin multiplicity = 7
charge = 0

The geometry in XYZ format:
```
80
Properties=species:S:1:pos:R:3:forces:R:3
Mn 16.9876 -21.6315 -8.4688 -3.3 1.3 0.1
O 14.9364 -21.2369 -8.5944 4.3 -1.5 0.8
C 13.7469 -21.1506 -8.9977 -4.3 2.6 1.1
O 13.0789 -22.0535 -9.7419 0.3 -0.8 -0.2
B 11.6981 -21.6083 -9.8844 0.4 0.9 -0.8
O 11.6581 -20.2776 -9.1840 -2.7 -1.5 -1.0
C 12.7323 -20.1151 -8.4673 3.8 -1.8 -0.8
O 12.9329 -19.2323 -7.6583 0.0 0.5 0.6
O 10.6645 -22.6083 -9.4686 -0.6 -0.8 0.2
C 9.8572 -22.9948 -10.4587 -1.8 0.7 -1.3
O 8.8194 -23.6878 -10.4652 3.6 1.7 0.6
C 10.3371 -22.0745 -11.7307 -0.7 -1.2 1.8
O 11.3796 -21.3855 -11.3435 0.0 0.0 0.0
O 9.7262 -22.0070 -12.7537 0.1 0.1 -0.6
C 6.3662 -21.5556 -13.3017 -1.2 0.2 0.4
N 7.1252 -20.6536 -14.1866 1.6 1.4 -1.6
O 7.0883 -19.4167 -13.9563 0.0 -2.8 -0.5
O 7.8066 -21.1819 -15.0946 -1.7 1.3 2.0
H 5.5234 -21.0314 -12.8511 0.3 0.6 -0.1
H 7.0199 -21.8584 -12.4838 0.1 -0.5 -0.4
H 5.8785 -22.3289 -13.8952 0.9 -0.3 0.0
C 9.0670 -18.6876 -11.7005 -0.7 0.1 -0.4
N 7.7478 -18.2360 -11.0687 -1.7 0.3 1.9
O 7.1174 -17.2909 -11.5413 1.5 -1.1 0.0
O 7.2985 -18.8548 -10.0639 1.7 0.7 -2.2
H 9.8909 -18.7906 -10.9943 -0.5 -0.1 0.4
H 9.3512 -18.0042 -12.5007 -0.4 0.1 0.2
H 8.8066 -19.6345 -12.1734 0.3 0.0 0.2
C 13.1494 -21.4243 -14.0262 0.3 0.5 0.0
N 12.3343 -20.2568 -14.4420 -1.6 -0.2 1.5
O 11.6957 -20.3464 -15.4521 0.1 -0.2 -1.0
O 12.2595 -19.3165 -13.6770 0.5 0.6 0.2
H 13.4953 -21.3104 -12.9988 0.0 0.3 -0.2
H 13.9396 -21.2815 -14.7633 0.3 -1.2 0.2
H 12.5241 -22.3167 -14.0534 0.3 0.1 -0.6
C 9.0068 -21.1385 -6.8723 -1.5 -0.3 -1.3
N 9.0251 -19.9196 -6.0461 1.1 2.4 0.4
O 8.8727 -18.7637 -6.4900 -0.1 -2.6 -0.2
O 9.3119 -20.0957 -4.8794 -0.1 -0.5 0.6
H 8.3717 -21.8825 -6.3915 0.2 0.2 0.4
H 9.9767 -21.5966 -7.0664 0.1 0.7 0.2
H 8.4871 -20.8880 -7.7971 0.4 0.1 -0.1
C 11.1051 -26.7538 -11.5814 -0.9 0.9 0.7
N 12.3483 -26.1256 -12.1389 -1.2 2.4 2.0
O 13.1394 -26.9083 -12.5569 1.4 0.0 -1.0
O 12.4917 -24.8710 -11.9619 -0.1 -3.3 -1.0
H 11.3645 -27.4499 -10.7837 0.4 0.0 -0.3
H 10.5059 -27.2804 -12.3242 0.4 0.2 -0.2
H 10.5437 -25.9389 -11.1244 -0.2 -0.1 -0.2
C 11.5673 -17.7156 -4.4679 0.6 0.1 0.1
N 12.9747 -17.1953 -4.7657 -2.6 -1.0 0.8
O 13.0979 -15.9958 -4.6838 0.9 0.1 -0.3
O 13.7756 -18.0396 -5.0518 1.5 0.1 -0.2
H 11.5672 -18.7587 -4.1519 0.5 0.2 -0.1
H 11.0590 -17.6744 -5.4313 -0.3 0.4 0.3
H 11.2277 -17.0759 -3.6534 -0.5 0.0 -0.5
C 14.7105 -21.1950 -5.2130 -0.5 -1.0 -0.8
O 15.7420 -22.0078 -4.5350 0.9 0.3 -0.5
C 16.8317 -22.4577 -5.2194 -4.7 2.3 1.5
O 17.0417 -22.1348 -6.3731 1.1 0.0 -1.8
O 17.5223 -23.2439 -4.5146 2.3 -1.3 -1.0
C 17.3217 -23.4633 -3.1510 -0.5 -1.3 2.0
H 13.8562 -20.9716 -4.5740 0.9 0.2 0.9
H 14.2166 -21.8857 -5.8964 0.4 0.3 -0.7
H 15.0828 -20.2949 -5.7022 0.1 -0.3 0.1
H 17.7659 -22.6684 -2.5520 -0.4 0.1 -0.1
H 17.7834 -24.4085 -2.8653 0.8 0.2 -0.5
H 16.2987 -23.7362 -2.8920 -0.3 1.0 -0.2
C 14.3089 -18.2687 -11.3823 -1.4 0.9 -2.7
O 15.1189 -19.1971 -10.7659 4.6 -2.0 2.7
C 16.4665 -19.1437 -10.5633 -2.6 -0.8 0.9
O 17.1034 -20.0779 -9.9915 -0.5 1.2 -0.7
O 16.9830 -18.0222 -10.9625 0.3 0.2 -0.5
C 18.3024 -17.6238 -10.6165 1.2 0.9 0.3
H 14.7063 -17.2934 -11.6634 0.6 -0.2 0.3
H 13.3526 -18.0797 -10.8945 0.4 -0.5 0.7
H 14.0743 -18.8362 -12.2829 -0.5 0.8 -0.4
H 18.5014 -16.6320 -11.0224 -0.8 0.1 -0.1
H 19.1340 -18.1755 -11.0551 -0.5 -0.9 0.2
H 18.3972 -17.5201 -9.5356 0.0 -0.4 0.0
```
Forces are in eV/Å.

The molecule's Mulliken atomic charges, reported in e, are given here:
1 Mn 1.203
2 O -0.240
3 C -0.509
4 O -0.922
5 B 1.794
6 O -0.595
7 C 0.552
8 O -0.711
9 O -0.743
10 C 0.379
11 O -0.712
12 C 0.617
13 O 0.289
14 O -0.666
15 C -0.617
16 N 0.884
17 O -0.519
18 O -0.505
19 H 0.297
20 H 0.183
21 H 0.288
22 C -0.197
23 N 0.976
24 O -0.568
25 O -0.574
26 H 0.231
27 H 0.292
28 H -0.197
29 C -0.738
30 N 1.067
31 O -0.584
32 O -0.554
33 H 0.053
34 H 0.409
35 H 0.314
36 C -0.488
37 N 0.935
38 O -0.516
39 O -0.573
40 H 0.338
41 H 0.184
42 H 0.145
43 C -0.619
44 N 0.903
45 O -0.524
46 O -0.484
47 H 0.300
48 H 0.285
49 H 0.138
50 C -0.675
51 N 0.885
52 O -0.573
53 O -0.461
54 H 0.216
55 H 0.262
56 H 0.330
57 C -0.504
58 O -0.381
59 C 0.628
60 O -0.368
61 O -0.297
62 C -0.645
63 H 0.283
64 H 0.248
65 H 0.284
66 H 0.303
67 H 0.269
68 H 0.305
69 C -0.486
70 O 0.052
71 C 0.651
72 O -0.585
73 O -0.341
74 C -0.721
75 H 0.338
76 H 0.149
77 H 0.243
78 H 0.277
79 H 0.297
80 H 0.316


| no. | F_max (eV/Å) |
| --- | --- |
| 1 | 7.8 |
| 2 | 5.7 |